--- w ---
# C6H11BrO

C6H11BrO in the gas phase (the ωB97M-V functional and the def2-TZVPD basis, the Open Molecules 2025 dataset).

ORCA input file:
```
! wB97M-V def2-TZVPD RIJCOSX def2/J DEFGRID3
* xyz 0 1
Br -3.055 0.009 0.085
O -0.639 -1.757 -1.015
C -0.717 1.714 -0.307
C 0.269 -1.128 -0.241
C 0.780 1.363 -0.342
C 0.668 -1.722 1.064
C 1.042 -0.051 -0.912
C -1.451 0.834 0.635
H 0.930 -0.953 1.785
H 1.314 2.086 -0.962
H -0.143 -2.324 1.474
H 2.116 -0.231 -0.811
H 0.778 -0.059 -1.971
H -1.127 1.608 -1.313
H 1.541 -2.374 0.940
H -1.385 0.989 1.699
H -0.788 2.767 -0.001
H 1.183 1.421 0.671
H -1.316 -2.193 -0.476
*
```

Values from the calculation:
HOMO-LUMO gap (spin up / spin down) in eV: 7.084 / 8.224
HOMO level (spin up / spin down) in eV: -6.5 / -7.4



--- x ---
# C6H11BrO

C6H11BrO in the gas phase (the ωB97M-V functional and the def2-TZVPD basis, the Open Molecules 2025 dataset).

ORCA input file:
```
! wB97M-V def2-TZVPD RIJCOSX def2/J DEFGRID3
* xyz 0 1
Br -1.630 -2.230 -1.224
O -0.200 0.555 -1.450
C -0.925 -1.163 0.185
C 0.275 -0.134 -0.286
C 0.673 0.847 0.804
C -1.289 1.372 -1.286
C 1.474 -1.104 -0.709
C 0.753 0.617 2.150
H -1.116 2.237 -0.666
H -1.621 -0.804 0.944
H 1.013 1.387 2.876
H 0.979 -1.940 -1.182
H 1.047 1.897 0.555
H 1.867 -1.423 0.309
H -1.628 1.771 -2.200
H 0.520 -0.369 2.581
H 2.146 -0.622 -1.277
H -0.218 -1.743 0.691
H -2.120 0.850 -0.813
*
```

Values from the calculation:
HOMO-LUMO gap in eV: 10.541
Structure (SMILES): C=C[C@@](C)(CBr)OC
HOMO level in eV: -9.6



So which one is most stable? That would be x, about 47.1 kJ/mol below the next structure.



--- w ---
# C4H12NOPS

C4H12NOPS in the gas phase (the ωB97M-V functional and the def2-TZVPD basis, the Open Molecules 2025 dataset).

ORCA input file:
```
! wB97M-V def2-TZVPD RIJCOSX def2/J DEFGRID3
* xyz 0 1
S 1.974 1.342 1.369
P 0.247 0.361 0.893
O -0.970 1.460 0.541
N 0.380 -0.608 -0.489
C -0.707 -0.596 2.201
C -0.510 2.382 -0.467
C -0.705 -1.494 -0.952
C 1.588 -0.778 -1.233
H 0.612 2.275 -0.533
H -1.031 -1.304 -1.977
H -0.503 -2.522 -0.617
H 2.049 -1.698 -1.051
H -1.592 -1.317 -0.339
H -1.782 -0.881 1.883
H 1.492 -0.505 -2.367
H -0.189 -1.431 2.618
H -0.834 3.416 -0.277
H -0.965 1.953 -1.466
H 2.301 0.055 -0.873
H -0.855 -0.111 3.135
*
```

Values from the calculation:
HOMO-LUMO gap in eV: 9.371
Structure (SMILES): CO[P@](C)(=S)N(C)C
HOMO level in eV: -8.6



--- x ---
# C4H12NOPS

2 unconnected molecules or ions with the total composition C4H12NOPS (the ωB97M-V functional and the def2-TZVPD basis, the Open Molecules 2025 dataset).

ORCA input file:
```
! wB97M-V def2-TZVPD RIJCOSX def2/J DEFGRID3
* xyz 0 1
S 1.435 1.972 -1.494
P 0.255 0.761 -0.292
O -1.172 1.457 -0.324
N 0.769 -2.549 -0.328
C 0.750 1.487 1.388
C -2.263 0.680 -0.822
C 0.354 0.429 2.390
C 0.768 -2.563 -1.583
H 0.807 -3.414 -2.197
H -3.084 1.306 -0.686
H -2.028 0.310 -1.921
H 0.905 -0.455 2.158
H 1.605 0.780 -2.268
H -0.599 0.207 2.215
H 0.572 0.759 3.382
H 0.512 -1.588 -2.028
H -2.363 -0.224 -0.296
H 0.060 2.374 1.517
H 1.869 1.700 1.109
H 0.849 -3.428 0.080
*
```

Values from the calculation:
HOMO-LUMO gap in eV: 9.228
Structure (SMILES): CCP(S)OC.C=N
HOMO level in eV: -8.4



So which one is most stable? That would be w, about 193.4 kJ/mol below the next structure.



--- w ---
# C4H6NO3

A gas-phase ion, C4H6NO3 (charge -1) (the ωB97M-V functional and the def2-TZVPD basis, the Open Molecules 2025 dataset).

ORCA input file:
```
! wB97M-V def2-TZVPD RIJCOSX def2/J DEFGRID3
* xyz -1 1
O -0.698 -1.307 1.500
O 3.169 -1.053 0.092
O 2.295 -1.231 2.173
N 1.063 -0.299 0.419
C 2.314 -0.954 0.985
C -1.164 0.562 0.099
C -1.228 0.527 -1.447
C -0.232 -0.417 0.802
H -0.476 1.226 -1.820
H 1.205 0.514 -0.157
H -0.880 1.563 0.438
H -2.170 0.396 0.482
H -1.008 -0.446 -1.858
H -2.192 0.919 -1.709
*
```

Values from the calculation:
HOMO-LUMO gap in eV: 8.117
Structure (SMILES): CCC(=O)NC(=O)[O-]
HOMO level in eV: -4.5



--- x ---
# C4H6NO3

A molecular structure, C4H6NO3 (the ωB97M-V functional and the def2-TZVPD basis, the Open Molecules 2025 dataset).

ORCA input file:
```
! wB97M-V def2-TZVPD RIJCOSX def2/J DEFGRID3
* xyz -1 1
O -0.552 1.349 -3.049
O -2.387 0.135 -2.568
O 0.638 -0.057 3.260
N 2.182 0.087 0.925
C -1.168 0.355 -2.631
C -0.148 -0.487 0.689
C 1.133 -0.826 1.067
C 0.532 -0.940 2.425
H 2.004 0.685 0.120
H 0.014 -1.886 2.631
H -0.496 -0.473 -2.219
H -0.862 -1.284 0.536
H -0.491 0.523 0.456
H 2.197 0.671 1.753
*
```

Values from the calculation:
HOMO-LUMO gap in eV: 6.922
HOMO level in eV: -4.1



So which one is most stable? That would be w, about 373.8 kJ/mol below the next structure.



--- w ---
# C5H35NO13

13 unconnected molecules or ions with the total composition C5H35NO13 (the ωB97M-V functional and the def2-TZVPD basis, the Open Molecules 2025 dataset).

ORCA input file:
```
! wB97M-V def2-TZVPD RIJCOSX def2/J DEFGRID3
* xyz 0 1
O 0.188 2.724 1.400
O -1.429 -2.205 0.853
O -2.014 -1.064 -3.467
O 3.212 -0.057 -1.156
O 0.028 -3.014 2.784
O 0.407 -0.725 4.008
O 2.807 0.302 3.279
O -1.240 -3.010 -1.799
O -0.223 0.076 -0.092
O 0.809 -3.533 0.313
O 1.852 -1.207 0.885
O -1.687 1.318 2.955
O 2.794 1.905 1.064
N -0.980 1.605 -1.642
C -0.026 0.800 -1.159
C -2.330 1.403 -1.248
C -2.665 1.645 0.241
C 0.437 1.505 -3.842
C -0.641 2.246 -2.949
H -1.013 1.663 2.373
H 2.876 -0.546 2.780
H -1.530 -2.850 -0.892
H 3.974 -0.422 -1.537
H 0.106 -2.293 3.357
H 0.237 -3.352 -0.448
H 0.899 -3.385 2.983
H -2.237 2.653 0.669
H -1.676 -1.793 -2.963
H 1.855 -2.206 0.820
H 1.118 2.824 1.494
H 0.097 -0.092 3.400
H -3.781 1.518 0.445
H -0.001 1.661 -4.918
H -0.397 3.404 -2.629
H -1.321 -2.353 1.777
H 0.350 -3.865 1.018
H 0.915 0.849 -1.588
H -1.331 1.437 3.857
H -2.722 0.439 -1.539
H 0.985 -0.929 0.472
H 0.047 2.430 0.477
H -2.438 0.728 0.783
H 1.307 2.046 -3.704
H 2.818 0.941 2.531
H -2.232 -1.321 -4.299
H 1.404 -0.513 4.012
H -1.622 2.366 -3.605
H 2.920 -0.570 -0.375
H -3.061 2.148 -1.714
H -1.184 -1.279 0.617
H 2.909 1.191 0.423
H -1.698 -3.837 -2.015
H 3.794 2.131 1.136
H 0.331 0.463 -3.626
*
```

Values from the calculation:
HOMO-LUMO gap in eV: 10.147
HOMO level in eV: -9.9



--- x ---
# C5H35NO13

13 unconnected molecules or ions with the total composition C5H35NO13 (the ωB97M-V functional and the def2-TZVPD basis, the Open Molecules 2025 dataset).

ORCA input file:
```
! wB97M-V def2-TZVPD RIJCOSX def2/J DEFGRID3
* xyz 0 1
O 1.074 -3.211 1.295
O -3.571 -2.823 2.552
O 4.001 0.678 -3.396
O 2.726 1.308 -0.761
O -1.155 -4.486 1.892
O 0.916 2.771 -2.188
O 0.608 4.242 2.892
O 1.117 2.349 -5.030
O 1.472 -1.992 -3.633
O 1.320 1.745 2.268
O 1.320 -1.437 -0.658
O -0.999 -2.614 -1.753
O 3.268 3.537 0.429
N -2.233 -0.467 0.756
C -2.850 0.923 0.754
C -3.678 1.087 2.025
C -1.167 -0.386 1.777
C -1.672 -0.807 -0.533
C -1.292 -2.293 -0.623
H 0.755 -4.088 1.554
H 1.682 2.553 -1.670
H -3.851 -2.423 1.720
H 0.450 -2.648 1.817
H -1.379 -3.015 0.188
H 0.354 1.989 -2.140
H 0.779 -1.410 -4.043
H 2.444 0.451 -1.139
H -0.621 0.566 1.794
H -3.585 1.088 -0.032
H 1.423 -1.025 0.202
H -1.844 -5.115 2.128
H 1.758 1.441 3.065
H -1.996 1.679 0.737
H -2.420 -0.623 -1.336
H -2.642 -2.947 2.312
H 4.328 -0.232 -3.276
H 1.504 2.332 -4.139
H 3.286 1.393 -1.571
H 0.187 2.549 -4.924
H -3.165 0.973 2.991
H -4.496 0.392 2.134
H -4.090 2.092 1.852
H 0.746 5.079 2.465
H -0.436 -1.151 1.699
H 3.356 0.569 -4.112
H 3.670 2.676 0.394
H 0.759 3.405 2.439
H 1.103 -2.438 -2.852
H -0.872 -4.697 0.976
H 2.504 3.695 -0.116
H 1.983 1.819 1.575
H -1.680 -0.450 2.721
H 1.606 -2.352 -0.543
H -0.807 -0.250 -0.933
*
```

Values from the calculation:
HOMO-LUMO gap in eV: 9.373
HOMO level in eV: -9.5



So which one is most stable? That would be w, about 118.7 kJ/mol below the next structure.



--- w ---
# C2N2OS2

2 unconnected molecules or ions with the total composition C2N2OS2 (the ωB97M-V functional and the def2-TZVPD basis, the Open Molecules 2025 dataset).

ORCA input file:
```
! wB97M-V def2-TZVPD RIJCOSX def2/J DEFGRID3
* xyz 0 1
S 0.929 1.106 -2.083
S -1.801 0.167 2.282
O -1.100 1.772 0.316
N 1.525 -1.995 0.140
N 0.958 0.196 -0.853
C -1.325 1.145 1.232
C 1.211 -1.036 -0.413
*
```

Values from the calculation:
HOMO-LUMO gap (spin up / spin down) in eV: 6.991 / 7.004
Structure (SMILES): N#CN=S.O=C=S
HOMO level (spin up / spin down) in eV: -9.4 / -9.4



--- x ---
# C2N2OS2

2 unconnected molecules or ions with the total composition C2N2OS2 (the ωB97M-V functional and the def2-TZVPD basis, the Open Molecules 2025 dataset).

ORCA input file:
```
! wB97M-V def2-TZVPD RIJCOSX def2/J DEFGRID3
* xyz 0 1
S -1.823 1.528 1.288
S 2.872 -0.385 0.616
O -1.763 -1.066 0.677
N 0.087 0.080 -2.081
N 1.681 -0.141 -0.346
C -1.810 0.052 0.996
C 0.756 -0.067 -1.149
*
```

Values from the calculation:
HOMO-LUMO gap (spin up / spin down) in eV: 6.750 / 6.800
Structure (SMILES): N#CN=S.O=C=S
HOMO level (spin up / spin down) in eV: -9.3 / -9.3



So which one is most stable? That would be w, about 14.7 kJ/mol below the next structure.